Entry 1:
Here is C20H64BaF6NO16 as an isolated structure at a distorted geometry from the OMol25 dataset. Energies are from ωB97M-V/def2-TZVPD.

Calculated values
Maximum force (Eh/bohr): 0.105
Gap between HOMO and LUMO (eV): 7.10
E_HOMO (eV): -11.170
LUMO (eV): -4.1
Total energy (eV): -73013.2353

The geometry in ORCA input format:
```
! RIJCOSX wB97M-V def2-TZVPD def2/J DEFGRID3
* xyz 1 1
N 3.585 -1.402 -0.164
H 3.945 -1.356 0.778
H 3.974 -0.660 -0.729
H 2.576 -1.366 -0.200
H 3.793 -2.331 -0.502
Ba 2.642 -3.729 -3.192
C 3.890 -0.274 -3.603
O 3.679 0.269 -2.288
O 4.431 -1.618 -3.361
C 2.851 -0.175 -4.705
F 2.050 -1.285 -4.738
F 2.031 0.818 -4.345
F 3.374 0.095 -5.937
C 3.886 1.641 -2.045
C 3.475 1.919 -0.581
H 3.692 2.927 -0.226
H 2.422 1.648 -0.499
H 4.012 1.201 0.040
H 3.244 2.320 -2.606
H 4.913 1.915 -2.284
H 4.660 0.391 -3.992
C 0.401 -0.795 -1.205
O 0.822 -0.691 0.223
O 1.056 -1.930 -1.601
C -1.188 -0.585 -1.534
F -2.146 -1.403 -1.057
F -1.602 0.559 -1.228
F -1.385 -0.750 -2.865
C 0.212 0.285 1.019
C 1.052 0.617 2.164
H 1.976 1.131 1.901
H 0.543 1.244 2.896
H 1.214 -0.230 2.832
H -0.690 -0.141 1.459
H -0.039 1.244 0.565
H 0.865 0.091 -1.639
C 4.354 -1.852 3.227
O 4.261 -0.633 2.379
H 3.820 -1.654 4.156
H 4.069 -2.757 2.692
H 5.426 -1.892 3.421
H 4.974 -0.074 2.697
C -4.502 -0.385 0.112
O -5.155 0.582 0.932
H -5.062 -1.256 -0.229
H -4.401 0.050 -0.883
H -3.541 -0.592 0.584
H -5.299 1.314 0.329
C 2.674 3.601 3.091
O 2.297 4.359 4.099
H 3.413 2.834 3.325
H 1.816 3.060 2.693
H 3.097 4.121 2.232
H 3.063 4.315 4.677
C -1.699 3.070 4.224
O -2.105 4.398 3.938
H -0.680 3.048 4.610
H -2.520 2.579 4.745
H -1.575 2.616 3.240
H -1.420 4.825 3.419
C -0.016 0.781 6.763
O -0.107 0.150 5.540
H -0.313 0.070 7.534
H 0.985 1.201 6.865
H -0.684 1.640 6.831
H -1.040 0.140 5.314
C -0.948 -4.099 -4.086
O 0.120 -4.890 -3.515
H -1.397 -3.347 -3.437
H -0.685 -3.544 -4.987
H -1.811 -4.736 -4.279
H -0.142 -5.787 -3.735
C -1.938 -4.666 -0.779
O -0.952 -4.215 -0.013
H -2.454 -3.829 -1.250
H -1.427 -5.211 -1.573
H -2.609 -5.404 -0.340
H -0.482 -3.484 -0.420
C -0.873 -0.684 -6.382
O -1.745 -0.535 -7.539
H -1.444 -1.263 -5.656
H 0.057 -1.191 -6.639
H -0.715 0.219 -5.792
H -1.961 -1.412 -7.863
C 0.167 4.803 1.233
O 0.226 5.436 2.481
H 1.186 4.811 0.846
H -0.157 3.777 1.056
H -0.518 5.472 0.712
H 0.925 5.138 3.068
C -4.787 -1.661 -3.716
O -5.915 -2.409 -3.359
H -4.043 -2.233 -4.271
H -5.020 -0.785 -4.320
H -4.272 -1.335 -2.812
H -5.512 -3.167 -2.928
C -3.173 3.062 0.278
O -4.539 3.084 -0.155
H -2.890 2.200 0.883
H -2.478 2.991 -0.559
H -3.009 4.011 0.788
H -4.632 3.937 -0.586
C -1.364 -2.521 3.689
O -1.453 -3.803 2.933
H -0.679 -1.824 3.206
H -2.320 -2.001 3.739
H -1.164 -2.628 4.755
H -1.524 -3.529 2.016
*
```

Atom charges from the Mulliken analysis, given in e for atoms 1 to 6:
1. N 0.452
2. H 0.504
3. H 0.041
4. H -0.086
5. H 0.407
6. Ba 1.834

Entry 2:
Here is a 15-piece molecular cluster, C20H65BrO17 overall at a distorted geometry from the OMol25 dataset. Energies are from ωB97M-V/def2-TZVPD.

Calculated values
Maximum force (Eh/bohr): 0.177
Gap between HOMO and LUMO (eV): 9.62
E_HOMO (eV): -9.179
LUMO (eV): 0.4
Total energy (eV): -126633.3667

The geometry in ORCA input format:
```
! RIJCOSX wB97M-V def2-TZVPD def2/J DEFGRID3
* xyz 0 1
C 0.637 0.664 -0.182
C -0.348 0.491 -1.504
Br 0.858 -0.291 -2.952
C -1.571 -0.580 -1.293
C -3.077 0.069 -1.310
C -3.977 0.114 0.061
O -3.922 1.559 0.413
C -3.674 2.248 -0.884
O -3.752 3.545 -1.208
O -3.325 1.349 -2.002
H 0.107 1.136 0.748
H 1.471 1.448 -0.520
H 1.227 -0.332 0.048
H -0.712 1.592 -1.785
H -1.438 -1.275 -0.338
H -1.524 -1.331 -2.220
H -3.668 -0.708 -1.995
H -3.811 -0.678 0.907
H -5.104 -0.109 -0.248
C -1.815 -0.702 -5.773
O -2.556 -0.749 -4.568
H -1.547 -1.720 -6.065
H -2.424 -0.248 -6.559
H -0.904 -0.117 -5.619
H -2.779 0.168 -4.334
C -4.836 -3.817 -4.396
O -4.919 -2.437 -4.699
H -5.846 -4.228 -4.333
H -4.284 -4.332 -5.185
H -4.331 -3.950 -3.436
H -4.009 -2.099 -4.748
C 3.143 2.966 -2.737
O 2.402 2.919 -1.532
H 3.411 1.948 -3.029
H 2.534 3.420 -3.523
H 4.054 3.550 -2.583
H 2.178 3.836 -1.298
C 3.919 3.074 1.829
O 2.617 2.664 1.453
H 4.609 2.239 1.690
H 4.233 3.912 1.202
H 3.918 3.372 2.881
H 2.027 3.425 1.588
C 1.701 3.521 5.487
O 3.108 3.600 5.349
H 1.241 4.306 4.882
H 1.354 2.545 5.140
H 1.428 3.665 6.535
H 3.489 2.892 5.897
C -7.899 -6.979 -5.062
O -6.492 -6.900 -5.200
H -8.359 -6.194 -5.667
H -8.246 -7.955 -5.409
H -8.172 -6.835 -4.014
H -6.111 -7.608 -4.652
C -1.349 -4.814 -1.843
O -0.698 -3.577 -1.615
H -2.425 -4.640 -1.918
H -0.987 -5.251 -2.777
H -1.149 -5.491 -1.009
H 0.254 -3.763 -1.553
C 6.383 1.658 7.710
O 5.443 1.791 6.660
H 6.737 2.650 7.998
H 5.906 1.180 8.569
H 7.229 1.056 7.368
H 5.147 0.895 6.425
C 3.126 6.935 0.965
O 2.929 5.844 1.846
H 2.756 6.663 -0.026
H 2.575 7.805 1.332
H 4.192 7.167 0.903
H 3.267 6.115 2.716
C -0.811 2.626 8.580
O 0.596 2.704 8.442
H -1.272 3.410 7.975
H -1.159 1.650 8.233
H -1.084 2.770 9.628
H 0.976 1.997 8.990
C 5.449 0.957 11.837
O 5.832 -0.097 10.973
H 5.352 1.876 11.254
H 4.489 0.719 12.301
H 6.213 1.095 12.605
H 5.910 -0.899 11.517
C -6.291 -9.457 -7.003
O -6.177 -10.044 -5.720
H -7.032 -8.655 -6.963
H -5.326 -9.043 -7.303
H -6.615 -10.213 -7.723
H -5.513 -10.751 -5.787
C 0.077 -5.098 -5.744
O -0.085 -6.280 -4.981
H -0.581 -4.324 -5.343
H 1.114 -4.761 -5.679
H -0.189 -5.296 -6.785
H 0.510 -6.948 -5.360
C 4.706 8.256 -2.102
O 3.404 7.846 -2.478
H 5.396 7.421 -2.241
H 5.020 9.094 -2.729
H 4.706 8.554 -1.050
H 2.814 8.607 -2.343
*
```

Atom charges from the Mulliken analysis, given in e for atoms 1 to 6:
1. C -0.630
2. C -0.105
3. Br -0.243
4. C -0.144
5. C 0.249
6. C -0.372